(1)
Molecular formula: C52H120F6N7O9
Method: DFT, ωB97M-V with the def2-TZVPD basis set

Last column: Mulliken charge in e.
CARTESIAN COORDINATES (ANGSTROEM)
1 H -20.35149 0.05661 24.88234  0.34
2 H -21.42124 0.73593 16.12937  -0.18
3 H -18.51029 -7.41941 19.71714  0.35
4 C -19.44906 -8.35809 27.04930  -1.32
5 H -18.96135 -1.26666 23.95303  0.41
6 H -17.97816 -7.64282 17.54503  0.04
7 H -21.49363 -1.09657 22.26148  -0.40
8 H -28.33278 -3.04839 15.57131  0.24
9 H -24.23879 -6.88700 20.82530  0.29
10 H -20.36455 1.33682 22.62651  0.27
11 H -21.40674 -2.01224 23.76541  -0.32
12 C -21.16829 1.35465 23.36257  -0.13
13 H -23.44064 -8.52091 17.10132  0.54
14 H -20.54722 2.94799 18.01137  0.09
15 H -19.66392 -9.01642 27.89104  0.30
16 H -24.57497 -2.71722 10.42915  0.32
17 H -23.76518 3.34956 20.14954  0.29
18 H -17.42543 -3.87882 20.52523  0.33
19 H -17.57921 -6.51614 20.93397  0.47
20 C -24.40576 4.07361 16.94567  -0.32
21 O -24.69509 3.68895 18.27224  -0.38
22 H -27.61652 -4.89779 25.63128  0.32
23 C -17.34478 -6.75669 17.58638  -0.42
24 H -21.66455 -4.33331 19.29380  0.15
25 C -24.86355 -5.17656 14.44034  0.76
26 H -19.93070 -9.07031 17.52329  0.27
27 H -21.33212 -4.97810 25.54171  0.22
28 H -21.75591 -7.36212 28.55341  0.44
29 H -26.03755 5.36634 16.59725  0.19
30 H -19.66758 -6.33237 26.57510  0.19
31 H -22.95780 -3.09950 26.19658  0.28
32 H -23.90850 -7.90712 10.23457  0.43
33 H -26.41652 -4.42626 20.50518  -0.32
34 C -24.40801 -2.41010 16.83634  -0.52
35 C -22.27699 -5.57955 27.25789  -0.72
36 H -20.77859 0.94458 19.51413  0.25
37 H -31.30791 1.95721 13.70355  0.33
38 N -23.88105 -6.56531 19.93725  -0.16
39 C -23.27628 -1.46946 18.53756  -1.52
40 H -21.92894 -7.63285 26.88278  0.29
41 H -23.88437 3.29846 16.38408  0.14
42 H -24.16891 -7.51070 12.63650  0.28
43 O -22.66063 -3.92729 14.01442  -0.79
44 H -19.28621 0.36331 16.82781  0.61
45 C -27.55285 -3.17501 24.45499  -0.08
46 N -27.69945 -2.34107 15.22680  -0.17
47 H -20.14573 2.86851 24.53672  0.35
48 C -30.80101 1.45034 14.52466  -0.90
49 C -20.95807 -1.19128 23.20610  1.21
50 H -19.07580 2.73711 17.03711  0.38
51 C -25.48731 -7.11740 18.44352  -1.18
52 F -22.02356 1.82547 12.32583  -0.32
53 H -24.99336 -2.49620 15.93282  0.49
54 C -24.13405 -7.57312 18.95830  0.16
55 H -25.79536 -7.82770 17.67627  0.48
56 C -23.40720 -5.15456 13.87555  -0.05
57 H -20.77327 -8.00747 16.64549  0.36
58 C -23.06562 -7.84815 17.87259  -0.67
59 C -28.24936 -3.50179 20.10903  -1.64
60 H -25.64916 -1.76527 12.86643  -0.40
61 H -26.83784 -2.00523 22.13748  0.51
62 C -23.26932 1.85033 12.83900  0.52
63 H -24.26719 -4.24964 26.02355  0.42
64 C -22.75532 -3.48810 21.07741  -1.07
65 F -23.24847 2.50440 13.98832  -0.16
66 C -26.71323 -3.08545 22.06200  -0.50
67 H -26.70177 2.36881 15.93142  0.10
68 H -20.10419 -8.75046 26.27152  0.35
69 H -19.14935 -5.33448 21.74337  0.33
70 H -22.76678 -0.76702 19.18051  0.91
71 H -26.21357 -2.68948 20.05523  -0.05
72 H -23.15076 -2.52469 21.39923  0.46
73 H -23.71598 4.91418 16.86992  0.43
74 C -23.56700 3.76934 19.16333  -0.55
75 H -17.52690 -0.73549 18.75087  0.26
76 H -24.30475 -8.43015 19.60980  0.57
77 O -24.27613 -0.31725 11.96974  -0.34
78 C -24.67616 0.07006 17.13995  -0.94
79 H -19.37477 -6.65906 28.26515  0.33
80 H -30.55418 2.20848 15.26790  0.29
81 H -24.51718 5.46145 14.73151  0.35
82 N -19.73590 -5.21869 20.92933  -0.26
83 H -27.21686 3.40288 17.24704  0.43
84 H -29.53435 -2.34596 13.14464  0.46
85 O -22.92966 -0.52976 13.78387  -0.78
86 O -21.80379 -8.38378 18.30696  -0.44
87 H -22.16931 -3.90334 21.89733  0.51
88 H -25.00089 -1.22299 9.80502  0.33
89 H -22.86265 -6.61087 10.07469  0.28
90 H -23.95987 0.59655 16.50921  0.15
91 C -29.26593 -0.54020 14.95024  -0.86
92 C -23.80302 0.38705 13.14626  0.68
93 H -21.32180 -9.79806 16.83269  0.33
94 H -30.03989 -1.19160 15.35614  0.41
95 H -28.53943 -4.22175 22.91008  0.38
96 H -18.39457 -8.49509 26.80974  0.35
97 H -24.63348 0.54672 13.83398  -0.42
98 C -21.15564 0.00026 24.14868  -1.19
99 C -18.80213 -5.41889 19.82635  0.12
100 O -23.28730 -5.41281 12.47835  -0.26
101 H -26.15424 -2.49764 10.25998  0.40
102 H -23.23097 -5.85546 27.70722  0.33
103 H -27.67145 3.81843 15.76285  0.44
104 H -23.36405 -3.63367 24.54454  0.07
105 C -18.11764 -4.02644 19.69629  -0.77
106 F -24.85830 -5.51845 15.72949  -0.19
107 H -25.57469 0.10106 16.52367  0.15
108 H -21.26231 -2.71758 19.60993  -1.08
109 H -22.12799 -0.06548 24.63685  0.44
110 F -24.04605 2.55986 11.98368  -0.33
111 H -20.11615 -0.53258 19.15003  -0.38
112 N -23.05292 -2.78755 18.71929  0.95
113 H -22.61631 3.51496 18.69474  0.01
114 C -17.53865 0.32708 18.99358  -0.84
115 N -25.37195 4.92374 14.74948  -0.75
116 H -24.73964 0.66802 18.04907  0.29
117 C -25.41823 -1.18129 11.97551  0.92
118 C -22.36565 -5.18733 25.81766  -0.20
119 C -25.29509 -1.91566 10.59354  -1.52
120 H -25.07361 4.04577 14.34915  0.13
121 C -28.56369 -1.88390 12.96456  -1.88
122 H -28.86221 -4.30146 20.52501  0.37
123 H -27.33081 -0.63639 14.08554  -0.40
124 H -20.29230 -6.06150 20.91544  0.23
125 C -26.78454 3.40901 16.24645  -1.38
126 H -22.15173 1.41877 22.89692  0.20
127 C -23.31807 -3.93182 25.59197  -0.98
128 H -23.43807 4.81082 19.45796  0.44
129 H -22.74026 -6.01421 25.21431  0.33
130 C -23.46988 -6.84383 12.13179  -0.21
131 H -16.47528 -6.84104 16.93450  0.27
132 H -22.87388 3.50159 23.33027  0.33
133 H -31.69240 0.95858 14.91414  0.34
134 H -26.27015 -0.50792 12.06983  0.19
135 C -20.97454 -8.86824 17.28319  -0.84
136 C -25.67242 4.44706 16.13930  0.55
137 C -19.96291 -6.97584 27.40385  -0.11
138 C -19.91496 0.52758 18.99610  0.03
139 C -21.16602 2.59916 24.26366  -0.57
140 C -28.14635 -3.94975 25.53849  -1.41
141 H -26.82546 -2.79605 15.00489  0.24
142 F -25.74624 -6.02556 13.87860  -0.32
143 H -17.70194 -4.00499 18.68890  0.35
144 H -18.98743 -3.37024 19.72736  -0.13
145 H -17.30189 0.76810 18.02531  0.38
146 H -28.79513 -2.56368 20.20995  0.36
147 O -16.86876 -6.37970 18.97846  -0.45
148 H -25.35428 -6.11522 18.03606  -0.04
149 H -20.73823 2.53609 16.35944  0.50
150 C -23.76202 -6.89793 10.61950  -1.28
151 O -18.64847 0.89670 19.59160  -0.38
152 C -26.81043 -3.41512 20.60777  0.93
153 F -25.52461 -3.96698 14.44984  -0.41
154 C -27.50590 -3.97653 23.15459  -0.73
155 H -25.67684 -3.23338 22.36551  -0.19
156 C -28.13169 -1.34538 14.29536  1.44
157 H -27.03599 -4.95571 23.24675  0.39
158 H -16.68597 0.42137 19.66599  0.31
159 C -22.10077 -3.41083 19.67700  0.83
160 H -21.81193 -4.75966 27.80524  0.30
161 H -21.97871 4.50916 24.54527  0.37
162 C -17.89034 -6.53962 19.88959  -0.95
163 H -19.20151 -2.54660 22.72858  0.17
164 H -21.63630 2.24155 25.17966  0.38
165 C -20.04021 0.81828 17.47014  0.46
166 H -26.19251 -7.08029 19.27383  0.41
167 H -28.86104 0.01013 15.79953  0.35
168 C -21.50386 -6.92010 27.58946  -0.87
169 H -28.16880 -3.40678 26.48336  0.37
170 O -29.87059 0.45585 14.04608  -0.29
171 C -20.08477 2.36500 17.21490  -1.48
172 H -23.57576 -4.14922 20.79832  0.09
173 H -18.94852 -1.00258 22.15160  0.15
174 H -22.88591 -6.68989 20.05669  -0.09
175 H -21.44223 4.29146 22.85598  0.30
176 H -28.01891 -2.21854 24.21822  0.34
177 H -22.95503 -6.04783 14.30649  -0.07
178 C -21.90096 3.80505 23.71684  -1.27
179 H -21.20688 -0.63527 16.78336  0.15
180 C -19.41731 -1.51160 22.99376  -1.04
181 H -23.84111 -4.43671 17.64857  0.06
182 H -26.50883 -2.99194 24.70916  0.10
183 H -22.81420 -6.95681 17.29778  0.19
184 H -27.90083 -2.60520 12.48661  0.32
185 N -24.16901 -1.21352 17.51377  0.92
186 H -22.46350 -7.24551 12.24994  0.29
187 H -29.21870 -4.10889 25.42520  0.39
188 H -28.13368 -3.68692 19.04111  0.43
189 H -19.33347 -5.56196 18.88544  0.25
190 H -24.65590 -6.35403 10.31412  0.29
191 H -28.63428 -1.08572 12.22562  0.37
192 H -17.97053 -5.89472 17.35500  0.31
193 C -23.78637 -3.35817 17.66097  -0.32
194 N -21.31528 0.33300 17.04944  -0.17

Cartesian forces (eV/Å) of the 2 atoms listed first:
-0.1 -0.3 0.2
-0.8 0.0 -0.5

## Properties
net charge: -1
multiplicity: 1
Kohn-Sham gap: 4.80 eV

***

(2)
Molecular formula: C5H8N5O
Method: DFT, ωB97M-V with the def2-TZVPD basis set

Last column: Mulliken charge in e.
CARTESIAN COORDINATES (ANGSTROEM)
1 C 3.36386 -0.17428 0.26522  -0.57
2 C 1.82981 1.23765 -0.22632  0.01
3 N -0.64006 -1.49202 -0.27084  -0.27
4 H -1.71194 -1.50883 -0.16986  0.26
5 O -3.12121 -0.70853 -0.12705  -0.59
6 H -0.12285 -2.33582 0.02053  0.18
7 H -1.80852 1.72455 1.12867  0.28
8 N 3.00882 1.17356 0.12910  -0.41
9 N -1.99096 1.24709 0.24124  -0.02
10 H -1.72032 0.52703 -1.48739  0.37
11 H -3.84436 0.63010 1.15072  0.40
12 N -1.14747 1.12273 -0.79768  -0.46
13 C 2.30475 -0.96573 0.01976  -0.08
14 N 1.21846 -0.05703 -0.20804  0.00
15 C 0.00649 -0.39732 -0.43533  0.80
16 H 1.87299 -2.06827 -0.04254  0.22
17 C -3.01585 0.34612 0.44068  0.07
18 H 1.18099 2.12216 -0.23298  0.39
19 H 4.33736 -0.42316 0.60213  0.42

Cartesian forces (eV/Å) of the 2 atoms listed first:
-0.5 -0.4 0.0
-3.6 0.8 0.5

## Properties
net charge: +1
multiplicity: 1
Kohn-Sham gap: 9.66 eV
relative energy (zero: lowest compared OMol25 entry of this formula, charge and spin): 5.041 eV

***

(3)
Molecular formula: C39H31BaF7N2O6Te
Method: DFT, ωB97M-V with the def2-TZVPD basis set

Last column: Mulliken charge in e.
CARTESIAN COORDINATES (ANGSTROEM)
1 C -2.69622 -5.14167 2.20892  -0.58
2 C 0.91713 1.71673 5.77575  0.37
3 H -1.14713 -4.85681 -0.70811  0.03
4 O 3.76013 -3.37007 1.68806  -0.72
5 O 1.85448 -0.00190 4.48340  -0.66
6 Ba 1.45445 -2.01006 1.08475  1.81
7 N 1.18442 0.40038 -0.74397  0.17
8 C -0.86191 3.86005 -2.91306  -0.82
9 F -0.84268 -4.81790 -4.53608  -0.23
10 F -5.02713 -4.71390 2.08358  -0.36
11 N 4.48178 -2.90400 0.75747  1.15
12 C 1.46022 3.95355 -3.51454  -0.86
13 F 0.48969 -6.39772 -3.90784  -0.30
14 C 1.73924 3.32233 3.35088  -0.51
15 O 3.91078 -2.27113 -0.16625  -0.61
16 C -0.53640 -0.64454 -2.04101  0.14
17 C -0.58446 3.11980 7.03563  -0.72
18 H 2.78814 2.78159 -2.29567  0.48
19 C 1.37880 1.98084 3.26448  0.51
20 H 1.71244 4.15544 0.10334  0.48
21 C -1.44312 0.63261 -5.83442  -0.23
22 H -2.03349 -1.50379 1.14805  0.26
23 H 1.48065 6.24578 1.92951  0.32
24 H -1.96490 -4.73347 -2.26696  0.37
25 C 1.60368 3.54375 0.99386  -0.56
26 H -4.34384 -2.31173 1.36474  0.37
27 C -3.67954 1.72495 -4.62713  -0.67
28 H -1.89407 4.12755 -3.10269  0.38
29 C -3.17493 2.30391 -5.78561  -0.40
30 H 1.07912 0.50871 -2.89075  -0.01
31 C 1.41958 1.13356 4.47272  -0.32
32 H -1.11372 -6.23938 -1.83212  0.40
33 H -0.53665 3.01061 4.88866  0.44
34 C -2.17854 -2.54424 1.44384  0.00
35 F 1.41484 -4.47475 -0.33418  -0.10
36 C 1.85037 4.13379 2.23359  0.18
37 H -3.48122 0.15124 -3.18962  0.39
38 H -1.23385 0.18939 -1.94476  0.34
39 F 1.28608 -4.48944 -4.53045  -0.27
40 H -2.91445 -6.16199 2.50598  0.35
41 C 1.76642 3.10200 -2.46258  0.27
42 C -2.05418 1.75199 -6.38829  -0.52
43 H -0.10078 4.97202 -4.58290  0.37
44 C -1.94180 0.03375 -4.67918  -0.11
45 H -0.55193 0.22622 -6.29801  0.32
46 F 1.41327 -6.35776 -1.37133  -0.31
47 C 1.39965 -5.01963 -1.57943  0.28
48 C -1.05601 -3.35965 1.67874  -0.61
49 H 1.54029 -1.04678 -2.17550  0.56
50 O 0.57415 0.21041 1.93513  -1.12
51 O 0.12499 -3.16675 -2.38881  -0.70
52 Te -0.98649 -1.69955 -3.82684  0.12
53 C -1.09673 -5.14965 -1.75668  -1.43
54 H -4.55374 2.14728 -4.14554  0.36
55 C 0.90490 -0.17038 -2.05104  -0.47
56 C -0.10734 2.65633 5.81699  -0.09
57 C -0.03017 2.65711 8.22042  -0.32
58 C 2.24889 5.58324 2.33809  -1.61
59 C 0.99260 1.71684 8.18470  -0.52
60 H 1.42222 1.34810 9.10819  0.37
61 C -3.07138 0.60020 -4.08760  -0.20
62 H -1.39312 3.83999 7.05911  0.36
63 C 0.14381 4.32879 -3.74633  -0.40
64 H -0.59456 -5.38949 2.25931  0.23
65 C 0.76225 2.62783 -1.62469  -0.49
66 C -3.50428 -2.96901 1.56439  -0.83
67 C -1.38953 -4.66973 2.06616  -0.54
68 H 2.24948 4.30874 -4.16605  0.39
69 H 1.96740 3.73947 4.32807  0.41
70 H -0.39950 3.02200 9.17138  0.36
71 H -1.64339 2.20144 -7.28518  0.36
72 C 0.15748 -4.51004 -2.38287  1.20
73 O 5.69484 -3.06309 0.76685  -0.66
74 C 1.45481 1.24211 6.96794  -0.45
75 F 2.57453 -4.71736 -2.14097  -0.29
76 C 0.28933 -5.05292 -3.83489  0.41
77 C -3.73184 -4.27061 1.95053  0.67
78 C 1.07899 1.65160 -0.52264  -0.63
79 H 2.40699 5.86589 3.38043  0.36
80 H -3.64967 3.18055 -6.21054  0.35
81 H 3.17557 5.79130 1.79609  0.34
82 C 1.24777 2.21317 0.83766  0.83
83 H 2.23061 0.48921 6.91519  0.42
84 C -0.55114 3.02404 -1.85049  0.46
85 C 1.04836 1.37963 2.00261  0.36
86 H -0.70376 -1.35954 -1.23951  -0.29
87 H -1.33604 2.65260 -1.20205  0.43

Cartesian forces (eV/Å) of the 2 atoms listed first:
0.0 0.0 0.0
0.0 0.0 0.0

## Properties
net charge: -2
multiplicity: 1
Kohn-Sham gap: 6.28 eV
relative energy (zero: lowest compared OMol25 entry of this formula, charge and spin): 0.000 eV

***

- Which formula does entry 1 have?
  C52H120F6N7O9

***

- Number 2 is which compound?
  C5H8N5O

***

- Number 2 is which compound?
  C5H8N5O